This record from the OMol25 dataset describes 14 unconnected molecules or ions with the total composition H27O14 in a non-equilibrium geometry. The level of theory is ωB97M-V with the def2-TZVPD basis set.

```
! RIJCOSX wB97M-V def2-TZVPD def2/J DEFGRID3
* xyz -1 1
O -5.05 0.63 0.50
O -1.31 2.93 -3.13
O 0.20 -1.88 -3.61
O 2.97 3.38 2.81
O -1.97 -3.59 -3.05
O -1.93 0.86 1.70
O 0.47 -1.34 1.03
O 2.15 -3.89 -2.50
O 1.33 -1.65 3.57
O 2.71 1.55 0.46
O 2.63 -3.39 1.27
O -2.19 1.45 -1.16
O -0.69 4.00 2.82
O -0.01 1.03 -0.01
H -2.26 2.66 -3.19
H -4.21 0.22 0.72
H -2.91 1.06 -0.68
H 1.46 -4.01 -3.14
H 2.34 3.36 2.05
H -0.45 4.25 1.93
H -1.28 0.84 2.42
H 1.83 -0.84 3.47
H 3.45 -3.51 0.78
H 1.70 -4.06 -1.62
H -1.45 0.96 -0.60
H -4.76 1.46 0.09
H 0.24 -1.26 -4.36
H 1.85 2.00 0.29
H 0.40 1.07 -0.87
H -0.48 -1.11 1.11
H -0.86 3.05 2.78
H 2.69 -2.58 1.76
H -1.10 2.67 -2.15
H -1.18 1.01 0.91
H 2.53 0.63 0.68
H -2.24 -2.65 -2.94
H 1.23 -1.89 2.63
H 3.39 2.52 2.82
H 0.73 -0.38 1.14
H -1.09 -3.64 -3.40
H 1.14 -1.91 -3.36
*
```

For the HOMO-LUMO gap, the calculation gives 9.144 eV. Its highest occupied orbital energy is -6.80 eV. The electronic energy is -1069.562934 hartree.

Atomic partial charges in e from the Mulliken method, atoms 1 to 4: number 1, O, carries -0.64; number 2, O, carries -0.69; number 3, O, carries -0.59; number 4, O, carries -0.62

=====

This record from the OMol25 dataset describes a molecular structure, C12H28Cl3F6O18P3PtS2 in a non-equilibrium geometry. The level of theory is ωB97M-V with the def2-TZVPD basis set.

```
! RIJCOSX wB97M-V def2-TZVPD def2/J DEFGRID3
* xyz 1 4
Pt 19.62 -12.75 32.00
Cl 16.82 -6.19 32.94
Cl 15.46 -7.64 35.01
Cl 14.22 -7.22 32.39
S 17.91 -10.07 30.34
S 17.98 -10.70 34.60
P 21.53 -13.48 29.07
P 12.49 -11.15 29.12
P 17.86 -11.74 23.36
F 18.72 -7.95 31.77
F 19.67 -11.09 36.70
F 17.66 -10.47 37.28
F 17.85 -7.54 29.73
F 18.19 -12.57 36.60
F 19.96 -8.37 30.00
O 19.29 -11.57 24.25
O 20.67 -13.36 30.23
O 17.98 -10.45 28.86
O 22.38 -12.11 28.58
O 12.97 -10.69 30.45
O 16.71 -11.80 24.49
O 22.74 -14.54 29.13
O 18.77 -11.69 33.79
O 18.37 -9.26 34.39
O 18.05 -13.21 22.69
O 20.73 -13.87 27.72
O 17.70 -10.67 22.38
O 11.00 -10.62 28.72
O 18.74 -11.00 31.18
O 16.55 -10.87 34.39
O 13.42 -10.70 27.83
O 12.45 -12.80 28.95
O 16.56 -9.79 30.81
C 18.98 -14.14 23.19
C 23.66 -14.36 30.19
C 18.40 -11.23 36.44
C 19.74 -14.86 27.74
C 17.06 -12.32 25.80
C 13.70 -13.55 28.96
C 19.58 -10.37 24.86
C 10.45 -10.85 27.43
C 18.66 -8.34 30.45
C 14.49 -9.75 28.05
C 21.95 -10.86 29.09
C 15.69 -7.44 33.29
H 20.08 -15.75 27.20
H 13.50 -14.40 28.30
H 14.27 -8.80 27.56
H 22.85 -10.41 29.50
H 18.75 -14.65 27.34
H 18.98 -9.63 24.32
H 17.31 -11.48 26.44
H 16.20 -8.38 33.08
H 18.08 -12.71 25.86
H 19.76 -13.78 23.86
H 23.83 -13.29 30.29
H 9.39 -10.64 27.40
H 14.45 -12.92 28.48
H 10.52 -11.91 27.16
H 18.50 -14.96 23.72
H 15.46 -10.08 27.68
H 24.63 -14.83 30.03
H 19.54 -14.56 22.36
H 23.27 -14.84 31.10
H 16.31 -13.01 26.18
H 21.27 -10.96 29.93
H 14.66 -9.54 29.11
H 19.44 -10.22 25.93
H 21.66 -10.10 28.36
H 19.49 -15.18 28.75
H 10.80 -10.16 26.65
H 20.62 -10.13 24.64
H 13.90 -13.86 29.98
*
```

As for the expectation value of S²: 3.77. For the HOMO-LUMO gap (spin up / spin down), the calculation gives 6.351 / 2.939 eV. Its highest occupied orbital energy (spin up / spin down) is -12.24 / -12.24 eV. The electronic energy is -5747.527536 hartree.

Atomic partial charges in e from the Mulliken method, atoms 1 to 4: number 1, Pt, carries 1.82; number 2, Cl, carries -0.10; number 3, Cl, carries -0.06; number 4, Cl, carries -0.07

=====

This record from the OMol25 dataset describes a molecular structure, C34H34GeN8NaO3 in a non-equilibrium geometry. The level of theory is ωB97M-V with the def2-TZVPD basis set.

```
! RIJCOSX wB97M-V def2-TZVPD def2/J DEFGRID3
* xyz 0 2
Ge 0.73 -0.76 2.89
Na -2.27 0.13 -0.94
O 5.44 -2.33 -2.09
O -2.67 0.78 0.96
O 4.62 -3.38 -0.35
N -3.24 -2.11 -2.67
N -2.95 1.43 3.09
N -3.36 -1.65 -3.98
N -3.76 -1.46 -1.66
N -0.67 -0.28 -2.48
N -2.66 -3.25 -2.38
N -2.85 1.54 -2.62
N -3.50 -2.22 -0.59
C -2.25 -0.89 2.64
C 1.98 0.22 0.39
C -0.58 2.00 5.79
C 1.94 -2.47 -1.07
C 0.71 -1.91 -1.36
C 1.26 -2.04 4.25
C -1.97 2.41 -4.71
C -1.91 1.49 -3.62
C -0.92 -1.43 2.07
C 0.57 -0.89 -2.32
C 3.08 0.38 -0.48
C 0.64 2.16 3.29
C 1.75 -0.50 -2.99
C 0.59 1.49 -1.15
C 1.70 1.66 -2.01
C 0.36 0.90 3.83
C -2.85 -3.29 -1.06
C 3.36 -1.14 1.85
C 0.31 3.32 3.99
C -2.63 0.51 2.16
C 4.46 -0.98 0.97
C 0.73 0.80 0.02
C 4.32 -0.23 -0.16
C -3.89 3.43 -3.69
C 4.47 -2.58 -1.44
C -0.83 0.56 -3.53
C 3.10 -2.07 -1.73
C 2.91 1.12 -1.68
C -3.79 2.50 -2.69
C -2.94 3.37 -4.73
C -0.31 3.25 5.23
C 2.15 -0.55 1.60
C -0.23 0.84 5.10
C 2.97 -1.08 -2.71
H -0.12 0.58 -4.35
H -0.13 0.68 0.66
H 1.96 -3.26 -0.32
H -0.57 4.15 5.77
H -0.37 1.90 -1.43
H 3.77 1.24 -2.34
H 3.78 -3.45 0.12
H -2.77 1.27 4.06
H -0.87 -1.23 0.99
H -3.07 -1.53 2.29
H -2.98 4.08 -5.55
H 5.16 -0.11 -0.84
H 0.41 -2.27 4.89
H 3.87 -0.76 -3.21
H -2.63 -2.11 -4.50
H -0.18 -2.24 -0.83
H -0.44 -0.12 5.55
H 1.12 2.25 2.32
H 1.60 -2.97 3.78
H -4.52 2.50 -1.88
H -3.20 -0.65 -3.94
H 5.40 -1.47 1.19
H 2.07 -1.64 4.87
H -1.22 2.34 -5.49
H 1.72 0.31 -3.71
H 3.50 -1.73 2.75
H -4.67 4.18 -3.67
H 0.53 4.29 3.55
H -2.50 -4.11 -0.45
H -0.88 -2.52 2.18
H 1.59 2.21 -2.94
H -1.04 1.93 6.77
H -3.15 2.36 2.77
H -2.27 -0.90 3.73
*
```

As for the expectation value of S²: 0.77. For the HOMO-LUMO gap (spin up / spin down), the calculation gives 5.602 / 7.156 eV. Its highest occupied orbital energy (spin up / spin down) is -5.50 / -7.38 eV. The electronic energy is -4218.979017 hartree.

Atomic partial charges in e from the Mulliken method, atoms 1 to 4: number 1, Ge, carries 2.19; number 2, Na, carries 1.36; number 3, O, carries -0.59; number 4, O, carries -0.78